# 1
ORCA calculation (ωB97M-V/def2-TZVPD) on a cluster of 4 separate species, C5H14O3 in total in a non-equilibrium geometry.

Values from the calculation:
Multiplicity   1
SMILES string   C=C/C=C/C.O.O.O

Each line ends with the natural charge from an NBO analysis.
Cartesian coordinates (Å):
C -0.818 2.384 -1.343  -0.3785
C 0.438 2.777 -1.349  -0.2056
C 1.613 1.892 -1.593  -0.2435
C 2.149 1.095 -0.664  -0.1576
C 3.025 -0.086 -0.976  -0.6659
H -1.592 3.056 -0.977  0.1943
H -1.180 1.421 -1.591  0.1986
H 0.796 3.711 -0.948  0.2000
H 1.758 1.716 -2.640  0.1943
H 2.063 1.412 0.378  0.1966
H 3.210 -0.922 -0.322  0.2244
H 3.987 0.379 -1.324  0.2250
H 2.743 -0.507 -1.962  0.2177
H -5.349 0.288 1.601  0.4617
H -5.886 -0.479 2.646  0.4627
O -5.062 -0.467 2.136  -0.9242
H -3.539 -3.159 -0.839  0.4610
H -4.471 -2.104 -0.705  0.4648
O -3.985 -2.530 -1.429  -0.9259
H 3.283 -2.822 3.329  0.4684
H 4.782 -2.594 3.120  0.4682
O 4.140 -2.931 3.752  -0.9364

# 2
ORCA calculation (ωB97M-V/def2-TZVPD) on an isolated molecule of C3H4N2O in a non-equilibrium geometry.

Values from the calculation:
Multiplicity   1
SMILES string   Oc1cnc[nH]1

Each line ends with the natural charge from an NBO analysis.
Cartesian coordinates (Å):
O 1.996 -0.011 0.045  -0.6608
C 0.646 -0.138 0.105  0.4265
C -0.249 -0.837 0.994  -0.2889
N -1.541 -0.488 0.588  -0.4439
C -1.414 0.494 -0.250  0.1957
N -0.110 0.751 -0.606  -0.5757
H 2.374 -0.589 0.735  0.5042
H 0.307 -1.706 0.295  0.2221
H -2.236 1.066 -0.661  0.1963
H 0.228 1.457 -1.244  0.4245

# 3
ORCA calculation (ωB97M-V/def2-TZVPD) on an isolated molecule of C6H8N2 in a non-equilibrium geometry.

Values from the calculation:
Multiplicity   1
SMILES string   C1=C[C@H]2CN2N=CC1

Each line ends with the natural charge from an NBO analysis.
Cartesian coordinates (Å):
C 1.707 -0.338 0.594  -0.5253
C 1.321 0.985 -0.341  -0.1109
C -0.065 1.235 -0.491  -0.2286
C -1.006 0.549 0.483  -0.1411
C -2.189 -0.142 -0.128  -0.2255
C 0.960 -1.467 -0.240  0.0710
H 2.768 -0.538 0.741  0.2331
H 1.084 -0.341 1.615  0.2346
H 2.099 1.502 -0.791  0.1982
H -0.192 2.120 -0.982  0.2070
H -1.135 0.932 1.564  0.2206
H -2.330 0.004 -1.217  0.1989
H -3.247 0.010 0.416  0.1958
H 1.637 -1.997 -0.984  0.1833
N -1.106 -0.899 0.307  -0.2807
N -0.307 -1.616 -0.544  -0.2304

# 4
ORCA calculation (ωB97M-V/def2-TZVPD) on a structure of composition C19H10Br2N4O4PtS3.

Values from the calculation:
Multiplicity   1
Total charge   -2

Each line ends with the natural charge from an NBO analysis.
Cartesian coordinates (Å):
Pt -0.294 0.271 2.369  0.6266
S 1.305 0.019 4.036  -0.0652
C 0.547 1.443 4.674  -0.1901
S -0.207 2.345 3.387  -0.1297
C 0.481 1.783 6.009  -0.4942
C 1.113 0.998 7.018  0.3262
N 1.625 0.394 7.857  -0.3923
C -0.192 2.962 6.446  0.3263
N -0.720 3.920 6.813  -0.3965
Br -1.436 -4.547 1.600  0.0094
C -0.330 -3.606 0.377  -0.2238
C 0.075 -4.268 -0.789  -0.2405
C 0.813 -3.609 -1.724  -0.1001
Br 1.319 -4.551 -3.305  -0.0027
C 1.195 -2.258 -1.531  -0.1216
C 1.871 -1.472 -2.493  -0.1454
C 2.178 -0.175 -2.213  -0.2415
C 1.840 0.333 -0.941  0.0619
N 1.194 -0.353 -0.039  -0.4273
C 0.833 -1.623 -0.318  0.0743
C -0.001 -2.283 0.665  0.4243
O -0.462 -1.698 1.716  -0.7697
H -0.217 -5.297 -0.943  0.2260
H 2.096 -1.893 -3.463  0.2268
H 2.617 0.477 -2.956  0.2455
H 2.092 1.357 -0.684  0.1940
N -1.940 0.634 1.060  -0.7931
C -1.640 0.952 -0.316  0.1200
C -1.828 0.003 -1.305  -0.2637
C -1.403 0.268 -2.602  -0.1779
C -0.810 1.483 -2.907  -0.3179
C -0.670 2.445 -1.915  -0.1961
C -1.079 2.182 -0.620  -0.2090
S -0.153 1.798 -4.550  2.4144
O 1.106 2.487 -4.286  -1.0338
O -1.157 2.626 -5.201  -1.0215
O 0.007 0.474 -5.136  -1.0283
H -2.467 -0.231 1.125  0.4053
H -2.471 1.375 1.507  0.4013
H -2.250 -0.965 -1.054  0.2118
H -1.485 -0.482 -3.378  0.2426
H -0.188 3.382 -2.162  0.2345
H -0.908 2.903 0.173  0.2106

# 5
ORCA calculation (ωB97M-V/def2-TZVPD) on a cluster of 2 separate species, C4H6F3NO2 in total in a non-equilibrium geometry.

Values from the calculation:
Multiplicity   1
SMILES string   C/N=C/C(=O)O.FC(F)F

Each line ends with the natural charge from an NBO analysis.
Cartesian coordinates (Å):
C 0.209 -1.771 1.552  0.7707
C 0.012 -0.374 -2.030  -0.4390
C 0.002 -1.556 -0.004  0.0451
C -0.157 2.132 0.404  0.8426
N 0.297 -0.575 -0.694  -0.4017
O 0.573 -0.523 1.996  -0.7292
O -0.019 -2.837 2.064  -0.5326
F -1.299 2.201 -0.291  -0.3514
F -0.308 1.740 1.613  -0.3073
F 0.337 3.405 0.429  -0.3421
H 0.925 -0.507 -2.726  0.2214
H -0.756 -0.952 -2.473  0.1902
H -0.180 0.714 -1.965  0.2126
H -0.444 -2.452 -0.483  0.1491
H 0.545 -0.065 2.823  0.5254
H 0.263 1.420 -0.214  0.1461

Lowest unoccupied orbital energy for the records above, in order: 0.019, 0.020, 0.027, 0.143, 0.009 Eh